45
Properties=species:S:1:pos:R:3:forces:R:3 method="wB97M-V/def2-TZVPD" lumo_ev="-5.0 / -3.7" fmax_ha_per_bohr=0.0511 e_tot_ev=-84924.95568 spin_multiplicity=2 s2=0.9184 e_homo_ev="-12.0 / -12.0" charge=+1 orbital_gap_ev="7.079 / 8.310"
Fe -0.15924 -0.20993 -0.03331 1.9 -1.4 -1.1
C 1.56064 -1.52334 -0.51744 0.2 0.0 0.7
C 1.01763 -1.75368 0.80461 0.3 0.2 -0.2
C -0.32672 -2.17614 0.65084 -0.4 -0.1 1.0
C -0.63586 -2.15200 -0.71414 -0.4 0.3 -0.8
C 0.54968 -1.75569 -1.44510 -0.9 0.2 -0.2
C 0.69145 -1.65515 -2.93155 0.0 -0.1 0.1
C -1.98137 -2.48497 -1.26990 0.0 -0.1 0.0
C -1.27964 -2.57811 1.73757 0.1 0.1 0.0
C 1.74535 -1.65619 2.10031 0.0 0.1 0.1
C 2.96475 -1.14482 -0.85251 0.0 0.0 0.0
H 1.45975 -2.35006 -3.27702 0.0 0.0 0.0
H 1.01209 -0.66593 -3.24694 0.1 0.0 -0.1
H -0.23447 -1.89684 -3.44743 0.0 0.0 0.0
H -2.21966 -3.53268 -1.07129 0.0 0.0 0.0
H -2.03781 -2.32375 -2.34363 0.0 0.0 0.0
H -2.75602 -1.88664 -0.78784 0.0 0.0 0.0
H -1.91602 -3.39738 1.40474 0.0 0.0 0.0
H -1.93334 -1.74917 2.01688 0.0 0.0 0.0
H -0.74550 -2.89913 2.63034 0.0 0.0 0.0
H 1.84126 -2.65002 2.54410 0.0 0.0 0.0
H 1.19262 -1.04242 2.81345 0.0 0.0 0.0
H 2.74347 -1.24087 1.98371 0.0 0.0 0.0
H 3.39905 -1.89733 -1.51360 0.0 0.0 0.0
H 3.59315 -1.07025 0.03167 0.0 0.0 0.0
H 3.00623 -0.19314 -1.38205 0.1 0.0 0.0
N 2.90141 3.90144 1.09865 0.0 -0.1 0.0
C 2.32361 3.16476 0.12835 0.2 0.1 0.0
C 1.69263 1.93745 0.42491 0.2 -0.2 -0.1
N 1.13018 1.22146 -0.53160 -0.7 0.9 0.3
C 1.16547 1.68722 -1.79735 0.0 0.0 0.1
C 1.80662 2.87622 -2.06649 0.1 0.1 0.0
N 2.37989 3.61457 -1.12141 0.0 0.0 -0.1
H 2.79834 3.65697 2.06620 -0.1 0.0 0.0
H 3.23879 4.81912 0.86436 0.0 0.0 0.0
H 1.63463 1.56632 1.43707 0.0 0.0 0.0
H 0.67598 1.11126 -2.56404 -0.1 0.0 0.0
H 1.86162 3.25395 -3.08009 0.0 0.0 0.0
Cl -4.13553 1.13469 2.03505 0.0 0.0 0.0
C -3.00272 2.32054 1.38318 -0.1 -0.1 -0.1
Cl -3.40067 2.73470 -0.30205 0.0 0.0 0.0
C -1.56391 1.81888 1.38511 0.0 -0.1 -0.1
O -0.67210 2.55643 1.73363 0.0 -0.1 0.1
O -1.42659 0.58336 0.96581 -0.3 0.3 0.4
H -3.07252 3.22482 1.97285 0.0 0.0 0.0

=====

43
Properties=species:S:1:pos:R:3:forces:R:3 method="wB97M-V/def2-TZVPD" lumo_ev="5.4 / 5.4" fmax_ha_per_bohr=0.0469 e_tot_ev=-69964.99373 spin_multiplicity=5 s2=6.0545 e_homo_ev="0.2 / -0.1" charge=-2 orbital_gap_ev="5.240 / 5.543"
C 1.83578 -1.24647 -1.51823 -1.0 -0.5 -0.1
C 0.73452 -1.06219 -2.37067 0.0 -0.6 0.7
C -0.43495 -1.54587 -1.73807 1.2 -0.2 0.1
C 0.80494 -0.46457 -3.72070 0.0 0.3 -0.4
C -0.07403 -2.00078 -0.42277 1.0 -0.5 -0.7
C 1.36874 -1.86497 -0.30278 -0.7 -0.2 -1.4
C 2.20586 -2.78774 0.49298 0.1 -0.3 0.4
C 3.24923 -0.97677 -1.84297 0.5 0.2 -0.1
C -1.75861 -1.67150 -2.36295 -0.6 0.3 -0.1
C -0.86790 -2.91456 0.43039 -0.6 -0.4 0.1
Ru 0.33577 -0.13334 0.57773 -0.8 1.3 0.9
Cl -0.43471 1.61221 -1.05636 0.0 0.1 -0.3
Cl 2.20178 1.31921 0.53164 1.9 0.9 0.1
Cl -2.11374 -0.17716 0.84251 -2.2 -0.6 -0.7
H 1.60118 0.28827 -3.75032 -0.2 0.0 -0.1
H -0.14615 0.01345 -3.98046 0.2 0.0 0.0
H 1.03077 -1.22538 -4.48600 0.0 0.1 0.0
H -2.08918 -0.70640 -2.76686 -0.1 -0.1 0.1
H -2.50438 -2.00692 -1.63637 0.1 0.1 -0.1
H -1.72618 -2.39002 -3.19568 0.0 0.0 0.0
H -1.91385 -2.58233 0.45675 0.3 -0.3 0.0
H -0.49313 -2.88323 1.45845 -0.1 -0.1 -0.1
H -0.81326 -3.93903 0.03776 0.0 -0.1 0.1
H 1.67603 -3.10347 1.40339 0.4 0.1 -0.3
H 3.14115 -2.29435 0.77121 0.1 -0.2 0.2
H 2.44601 -3.67991 -0.11402 0.0 0.2 0.1
H 3.37868 0.00185 -2.33157 0.0 -0.2 0.2
H 3.62583 -1.74583 -2.53545 0.1 0.1 0.0
H 3.87628 -0.99652 -0.94174 -0.2 0.1 -0.2
O 1.16744 -0.98488 2.08974 1.0 -0.6 0.8
H 2.08850 -0.64436 2.14245 -0.9 -0.1 -0.1
S -0.45400 0.86899 2.76502 1.9 -0.4 1.3
C -1.16859 2.38518 2.59716 -1.2 1.0 0.0
C -2.48630 2.55272 3.09995 0.6 0.7 -0.5
C -3.11984 3.77840 2.96490 0.4 0.4 -0.1
C -2.44190 4.85389 2.35280 0.1 0.0 0.1
C -1.13077 4.69524 1.86621 -0.1 -0.3 0.2
C -0.49555 3.46011 1.98302 -0.6 0.0 0.2
H -2.96499 1.69622 3.55507 -0.1 0.0 -0.1
H -4.13223 3.90286 3.35482 0.2 0.1 -0.2
H -2.91964 5.83232 2.28221 0.0 -0.2 0.0
H -0.58326 5.53083 1.41193 -0.4 -0.3 0.1
H 0.49865 3.23682 1.60586 -0.1 0.3 -0.1